{"formula": "C20H25N3O5S2", "method": "ωB97M-V with the def2-TZVPD basis set", "total_charge": 0, "relative_energy_ev": 0.000, "homo_energy_ev": -7.556, "homo_lumo_gap_ev": 7.99, "smiles": "COCCn1c(SCC(=O)Nc2cc(OC)ccc2OC)nc2c(c1=O)S[C@@H](C)C2", "symbols": ["C", "O", "C", "C", "N", "C", "S", "C", "C", "O", "N", "C", "C", "C", "O", "C", "C", "C", "C", "O", "C", "N", "C", "C", "C", "O", "S", "C", "C", "C", "H", "H", "H", "H", "H", "H", "H", "H", "H", "H", "H", "H", "H", "H", "H", "H", "H", "H", "H", "H", "H", "H", "H", "H", "H"], "coordinates": [[-2.264, -0.559, 3.306], [-3.040, -0.112, 2.223], [-3.682, -1.161, 1.539], [-4.148, -0.636, 0.178], [-3.023, -0.065, -0.538], [-2.037, -0.842, -1.032], [-2.281, -2.583, -1.091], [-0.536, -3.076, -1.215], [0.248, -2.329, -0.137], [-0.180, -2.214, 0.991], [1.436, -1.862, -0.578], [2.350, -1.033, 0.082], [2.148, -0.557, 1.368], [3.085, 0.289, 1.956], [2.969, 0.815, 3.203], [1.811, 0.522, 3.950], [4.226, 0.642, 1.241], [4.429, 0.170, -0.043], [3.499, -0.666, -0.640], [3.591, -1.177, -1.916], [4.731, -0.857, -2.676], [-0.904, -0.410, -1.494], [-0.684, 0.916, -1.428], [-1.628, 1.794, -0.980], [-2.919, 1.351, -0.528], [-3.851, 2.038, -0.179], [-1.108, 3.460, -0.991], [0.654, 2.928, -1.243], [1.354, 2.897, 0.106], [0.594, 1.544, -1.890], [-1.824, 0.328, 3.757], [-1.472, -1.237, 2.964], [-2.880, -1.078, 4.050], [-2.983, -1.998, 1.406], [-4.553, -1.524, 2.106], [-4.857, 0.183, 0.323], [-4.604, -1.438, -0.407], [-0.526, -4.148, -1.017], [-0.177, -2.867, -2.221], [1.687, -2.018, -1.546], [1.255, -0.857, 1.886], [1.926, 1.059, 4.890], [1.723, -0.550, 4.152], [0.907, 0.870, 3.441], [4.948, 1.293, 1.705], [5.322, 0.465, -0.571], [4.602, -1.368, -3.629], [4.807, 0.221, -2.852], [5.647, -1.214, -2.194], [1.112, 3.670, -1.896], [1.299, 3.871, 0.585], [0.878, 2.164, 0.755], [2.400, 2.621, -0.013], [0.573, 1.618, -2.982], [1.457, 0.942, -1.605]], "forces_ev_per_angstrom": [[0.086, -0.108, 0.052], [-0.223, 0.161, -0.281], [0.007, -0.136, -0.034], [-0.222, -0.141, 0.640], [0.169, 0.069, -0.116], [0.481, -0.051, -0.369], [-0.076, -0.484, -0.067], [-0.511, 0.343, 0.026], [0.074, -0.329, -0.257], [0.002, 0.055, 0.237], [0.654, -0.104, -0.237], [0.236, 0.043, -0.097], [-0.084, 0.113, 0.343], [0.288, -0.012, -0.384], [0.203, 0.056, -0.132], [-0.166, -0.034, 0.119], [-0.199, 0.011, 0.329], [-0.097, -0.125, -0.174], [-0.113, -0.033, 0.054], [-0.341, -0.032, 0.403], [0.160, 0.028, -0.173], [-0.170, -0.392, -0.197], [-0.599, 0.627, 0.322], [0.537, -0.079, -0.111], [0.262, -0.114, -0.251], [-0.122, 0.290, 0.127], [0.106, 0.220, -0.131], [-0.285, 0.200, 0.214], [-0.019, 0.083, -0.134], [-0.117, 0.080, -0.093], [0.027, -0.038, 0.067], [-0.019, 0.031, 0.040], [0.020, 0.027, 0.030], [-0.117, 0.103, 0.046], [0.039, 0.023, -0.069], [0.045, -0.231, -0.121], [-0.063, 0.100, 0.051], [0.013, 0.013, 0.011], [0.086, -0.048, 0.077], [-0.233, -0.013, 0.099], [-0.051, -0.017, 0.039], [-0.057, -0.057, -0.046], [-0.008, 0.019, -0.021], [0.009, -0.018, -0.007], [0.101, 0.091, 0.060], [0.079, 0.010, -0.087], [0.070, 0.064, 0.044], [0.001, -0.034, 0.026], [-0.033, 0.026, -0.001], [-0.018, -0.079, -0.010], [0.021, 0.048, 0.080], [-0.041, -0.078, 0.107], [0.138, -0.074, -0.001], [0.007, -0.031, -0.023], [0.061, -0.042, -0.021]]}